1.
Molecular formula: C24H64BrN4O8
Method: DFT, ωB97M-V/def2-TZVPD

The geometry in XYZ format:
```
101
Properties=species:S:1:pos:R:3
Br -0.073 -0.731 -0.309
C -0.448 5.197 4.304
O 0.166 3.963 4.400
C -0.611 2.892 3.941
C 0.279 1.711 3.568
N 1.627 2.157 3.010
H 1.756 3.027 3.506
H 2.345 1.519 3.324
C 1.757 2.307 1.427
C 1.145 3.558 0.777
O 1.467 4.903 1.339
C 2.819 5.308 1.395
H 0.299 5.846 3.846
H -0.729 5.638 5.260
H -1.372 5.248 3.728
H -1.337 3.175 3.178
H -1.158 2.665 4.856
H -0.227 0.986 2.929
H 0.519 1.180 4.489
H 1.602 1.329 0.971
H 2.843 2.364 1.342
H 0.074 3.506 0.586
H 1.501 3.676 -0.246
H 3.282 5.463 0.421
H 3.435 4.682 2.041
H 2.778 6.262 1.920
C -4.423 2.665 2.006
O -4.548 1.807 0.902
C -3.380 1.577 0.166
C -3.800 0.978 -1.096
N -3.623 -0.547 -1.180
H -3.553 -1.024 -2.068
H -2.844 -0.877 -0.628
C -4.832 -1.396 -0.818
C -4.447 -2.875 -0.783
O -3.173 -3.020 -0.189
C -2.759 -4.345 -0.280
H -4.119 3.635 1.610
H -3.620 2.553 2.734
H -5.281 2.842 2.654
H -2.706 0.875 0.658
H -2.766 2.476 0.117
H -3.154 1.278 -1.921
H -4.843 1.153 -1.361
H -5.682 -1.062 -1.412
H -5.055 -1.201 0.231
H -4.487 -3.335 -1.771
H -5.198 -3.373 -0.171
H -2.930 -4.840 -1.236
H -3.398 -4.868 0.431
H -1.769 -4.461 0.162
C 1.841 -0.126 -6.484
O 1.729 -0.709 -5.195
C 0.724 -0.131 -4.398
C 1.168 1.076 -3.567
N 2.372 0.741 -2.685
H 2.037 0.148 -1.940
H 2.965 0.119 -3.215
C 3.388 1.841 -2.315
C 4.498 2.132 -3.505
O 3.855 2.187 -4.759
C 4.851 2.189 -5.796
H 2.491 -0.838 -6.993
H 2.247 0.885 -6.512
H 0.819 -0.105 -6.862
H 0.220 -0.889 -3.798
H -0.200 0.058 -4.945
H 0.479 1.447 -2.808
H 1.467 1.898 -4.217
H 3.954 1.570 -1.424
H 2.863 2.784 -2.165
H 5.252 1.347 -3.456
H 5.089 3.030 -3.323
H 5.713 2.856 -5.801
H 4.251 2.523 -6.642
H 5.274 1.220 -6.064
C -2.737 -4.784 3.279
O -1.392 -4.356 3.023
C -1.213 -2.983 3.374
C 0.315 -2.748 3.593
N 1.028 -2.879 2.211
H 0.253 -2.803 1.567
H 1.648 -2.093 2.075
C 1.830 -4.168 2.087
C 1.891 -4.451 0.629
O 0.604 -4.815 0.065
C 0.771 -5.168 -1.311
H -2.883 -4.912 4.351
H -2.776 -5.752 2.779
H -3.441 -4.094 2.815
H -1.623 -2.891 4.379
H -1.667 -2.290 2.666
H 0.837 -3.245 4.411
H 0.359 -1.660 3.654
H 1.170 -4.924 2.512
H 2.784 -3.995 2.585
H 2.598 -5.276 0.543
H 2.457 -3.667 0.125
H 0.504 -4.334 -1.960
H 0.215 -6.045 -1.642
H 1.772 -5.358 -1.698
```

Its electronic energy is -4346.05421 hartree. For the orbital gap (alpha / beta), the calculation gives 8.624 / 3.269 eV. The total charge is +4. The spin multiplicity is 2. Its expectation value of S² is 0.753. The value obtained for the LUMO energy (alpha / beta) is -10.33 / -15.68 eV.

Mulliken population analysis, charges in e, atoms 1 to 6: -0.07 -0.70 -0.45 -0.58 -0.49 -0.05

***

2.
Molecular formula: C3H6BrNO2
Method: DFT, ωB97M-V/def2-TZVPD

The geometry in XYZ format:
```
13
Properties=species:S:1:pos:R:3
C -2.524 0.845 0.311
C 2.137 -0.992 -0.140
C 1.020 -0.146 -0.648
N -0.094 -0.035 0.017
O -1.279 0.853 -0.437
O -0.320 -0.654 1.076
Br 3.669 0.291 -0.025
H -3.321 0.633 -0.296
H -2.757 1.862 0.717
H -2.392 -0.016 0.886
H 2.511 -1.753 -0.852
H 2.085 -1.430 0.834
H 1.265 0.542 -1.442
```

Its electronic energy is -2896.98676 hartree. The energy above the lowest of the compared OMol25 structures with the same formula, charge and spin comes out at 451.0 kJ/mol. For the orbital gap, the calculation gives 9.538 eV. The value obtained for the LUMO energy is 0.32 eV. The SMILES is CO/[N+]([O-])=C/CBr.

natural (NBO) population analysis, charges in e, atoms 1 to 6: -0.27 -0.42 -0.07 0.37 -0.41 -0.48

***

3.
Molecular formula: C51H91AlN12O
Method: DFT, ωB97M-V/def2-TZVPD

The geometry in XYZ format:
```
156
Properties=species:S:1:pos:R:3
Al 3.402 2.107 3.988
C -0.533 -0.095 0.800
C 0.521 1.039 1.014
C -0.139 2.345 0.563
O 0.984 1.082 2.353
H -1.359 -0.019 1.507
H -0.078 -1.085 0.817
H -1.015 -0.066 -0.177
H 1.357 0.927 0.323
H -0.643 2.162 -0.386
H 0.468 3.248 0.494
H -0.941 2.457 1.292
C 3.777 0.361 -4.957
C 2.840 -0.880 -4.716
C 3.507 -2.191 -4.991
C 4.327 -2.265 -6.231
N 4.988 -2.309 -7.182
H 4.480 0.219 -5.779
H 4.257 0.586 -4.004
H 3.240 1.256 -5.270
H 1.979 -0.801 -5.381
H 2.386 -0.807 -3.728
H 2.728 -2.953 -5.002
H 4.158 -2.511 -4.177
C -1.334 7.526 3.658
C -1.971 6.139 3.317
C -1.000 5.182 2.578
C 0.061 4.685 3.451
N 0.940 4.242 4.053
H -0.448 7.299 4.251
H -1.969 8.109 4.325
H -1.008 8.112 2.798
H -2.872 6.205 2.707
H -2.360 5.615 4.190
H -0.543 5.660 1.712
H -1.580 4.323 2.241
C 2.343 2.988 -2.519
C 3.660 2.599 -1.834
C 4.153 3.717 -0.914
C 3.417 3.832 0.329
N 2.853 3.934 1.365
H 1.946 2.177 -3.129
H 2.426 3.886 -3.132
H 1.581 3.264 -1.791
H 4.406 2.466 -2.618
H 3.467 1.688 -1.268
H 4.100 4.681 -1.420
H 5.141 3.455 -0.533
C -1.293 5.824 -1.246
C -0.007 5.997 -2.122
C 1.325 6.077 -1.376
C 1.314 7.068 -0.250
N 1.312 7.868 0.570
H -2.197 5.739 -1.848
H -1.461 6.609 -0.509
H -1.241 4.880 -0.705
H -0.027 6.861 -2.786
H -0.052 5.217 -2.882
H 2.123 6.248 -2.097
H 1.520 5.179 -0.790
C -0.279 -6.660 -2.431
C 0.317 -6.221 -3.816
C 0.024 -4.744 -4.123
C 0.583 -3.726 -3.217
N 1.049 -2.923 -2.507
H 0.188 -6.169 -1.577
H -0.131 -7.738 -2.373
H -1.360 -6.527 -2.423
H 0.061 -6.894 -4.635
H 1.388 -6.416 -3.863
H -1.048 -4.557 -4.180
H 0.371 -4.490 -5.124
C -0.005 -7.168 1.851
C 1.475 -7.360 2.230
C 2.450 -6.382 1.551
C 2.689 -6.529 0.142
N 2.873 -6.621 -1.018
H -0.250 -7.637 0.898
H -0.289 -6.122 1.736
H -0.593 -7.626 2.647
H 1.770 -8.388 2.022
H 1.441 -7.107 3.290
H 3.360 -6.518 2.135
H 2.073 -5.401 1.841
C -1.859 1.676 -3.130
C -1.489 0.152 -3.281
C -0.797 -0.256 -4.633
C -1.490 0.250 -5.874
N -1.967 0.615 -6.829
H -0.893 2.178 -3.174
H -2.218 1.858 -2.117
H -2.578 2.163 -3.789
H -2.431 -0.395 -3.280
H -0.889 -0.186 -2.437
H -0.681 -1.333 -4.756
H 0.219 0.139 -4.625
C -2.628 0.274 6.669
C -2.768 0.316 5.171
C -1.896 1.398 4.508
C -0.506 1.404 5.019
N 0.595 1.393 5.428
H -3.387 -0.449 6.969
H -2.821 1.177 7.247
H -1.697 -0.168 7.022
H -3.812 0.265 4.861
H -2.364 -0.595 4.730
H -2.315 2.381 4.725
H -1.942 1.311 3.423
C 0.126 -2.854 5.634
C 0.131 -3.297 4.127
C 0.639 -2.151 3.203
C 1.945 -1.591 3.602
N 2.973 -1.153 3.930
H -0.212 -1.840 5.850
H 1.052 -2.965 6.198
H -0.556 -3.444 6.245
H -0.898 -3.573 3.894
H 0.665 -4.225 3.922
H -0.108 -1.364 3.303
H 0.706 -2.403 2.145
C -4.086 2.385 0.611
C -4.363 3.171 -0.652
C -5.583 4.101 -0.647
C -6.916 3.407 -0.715
N -7.977 2.961 -0.743
H -3.123 1.881 0.532
H -4.792 1.566 0.750
H -4.078 2.895 1.574
H -4.470 2.426 -1.441
H -3.455 3.713 -0.916
H -5.521 4.796 -1.484
H -5.464 4.690 0.262
C 3.723 -3.400 0.732
C 3.962 -2.597 -0.634
C 3.407 -1.167 -0.653
C 3.870 -0.296 0.403
N 4.260 0.382 1.286
H 4.116 -2.874 1.602
H 4.172 -4.393 0.752
H 2.661 -3.481 0.964
H 3.532 -3.186 -1.444
H 5.034 -2.464 -0.778
H 2.324 -1.227 -0.543
H 3.593 -0.671 -1.606
C -2.024 -3.579 -0.487
C -3.514 -3.412 -0.831
C -4.135 -2.041 -0.290
C -3.705 -1.867 1.126
N -3.339 -1.742 2.204
H -1.434 -2.665 -0.420
H -1.482 -4.192 -1.207
H -1.860 -4.042 0.486
H -4.070 -4.281 -0.480
H -3.659 -3.384 -1.911
H -5.210 -2.168 -0.412
H -3.817 -1.190 -0.892
```

Its electronic energy is -2971.68063 hartree. For the orbital gap, the calculation gives 2.738 eV. The total charge is +2. The value obtained for the LUMO energy is -12.16 eV.

Mulliken population analysis, charges in e, atoms 1 to 6: 1.02 0.18 2.03 0.58 0.43 -0.52

***

4.
Molecular formula: C9H15N2Ti
Method: DFT, ωB97M-V/def2-TZVPD

The geometry in XYZ format:
```
27
Properties=species:S:1:pos:R:3
C -1.545 0.911 -3.183
Ti 0.286 0.847 -2.166
N 2.139 1.151 -0.597
N 1.197 -0.643 -3.426
H 2.023 0.557 0.219
H 0.732 2.324 -1.718
H -1.985 1.579 -2.426
H -2.257 0.125 -3.355
H -1.346 1.504 -4.082
H 1.230 -1.515 -2.880
H 2.129 -0.497 -3.821
H 0.580 -0.864 -4.222
H 3.060 0.969 -1.015
H 2.157 2.120 -0.268
C -0.406 -0.650 -1.138
C -0.372 -0.546 0.110
C -0.536 -0.648 1.479
C -1.650 -0.023 2.087
C -1.791 -0.065 3.464
C -0.829 -0.721 4.255
C 0.300 -1.310 3.652
C 0.453 -1.275 2.274
H -2.369 0.499 1.449
H -2.649 0.433 3.930
H -0.947 -0.761 5.337
H 1.073 -1.784 4.264
H 1.322 -1.715 1.778
```

Its electronic energy is -1310.73846 hartree. The energy above the lowest of the compared OMol25 structures with the same formula, charge and spin comes out at 0.0 kJ/mol. For the orbital gap (alpha / beta), the calculation gives 2.954 / 6.297 eV. The total charge is -1. The spin multiplicity is 3. Its expectation value of S² is 2.035. The value obtained for the LUMO energy (alpha / beta) is 2.77 / 2.51 eV.

natural (NBO) population analysis, charges in e, atoms 1 to 6: -1.16 1.06 -1.05 -1.05 0.39 -0.45

***

| no. | largest force on an atom (eV Å⁻¹) |
| --- | --- |
| 1 | 3.57 |
| 2 | 3.17 |
| 3 | 4.61 |
| 4 | 2.94 |